# 1
Formula: C29H26Cl3N3O2P2RuS2
Source: the Open Molecules 2025 dataset
Level of theory: the ωB97M-V functional and the def2-TZVPD basis

The calculation puts the electronic energy at -119443.06467 eV. The energy relative to the best compared isomer or geometry (same formula, charge and spin) comes out at 5.5 kcal per mole.

Geometry as ORCA input:
```
! RIJCOSX wB97M-V def2-TZVPD def2/J DEFGRID3
* xyz 2 5
Ru 0.4953 0.1263 0.3443
S -1.1262 -1.9170 0.1650
P 0.5820 -2.7685 -0.5237
C 1.5127 -1.2672 -0.7354
P 1.7199 -0.4520 -2.3045
S 0.4458 1.0891 -1.8832
C 3.4218 0.1301 -2.3918
C 4.1333 0.3001 -1.2045
C 5.4155 0.8184 -1.2453
C 5.9825 1.1671 -2.4647
C 5.2769 0.9877 -3.6459
C 3.9930 0.4661 -3.6166
C 1.2922 -1.2464 -3.8534
C 0.1132 -0.8973 -4.5066
C -0.1513 -1.4384 -5.7541
C 0.7504 -2.3195 -6.3340
C 1.9224 -2.6703 -5.6750
C 2.2022 -2.1333 -4.4315
C 1.4312 -3.7158 0.7550
C 2.4581 -3.1276 1.4901
C 3.0667 -3.8479 2.5048
C 2.6580 -5.1464 2.7778
C 1.6433 -5.7337 2.0342
C 1.0263 -5.0233 1.0175
C 0.2879 -3.8661 -1.9085
C 1.2752 -4.8072 -2.2113
C 1.0358 -5.7425 -3.2013
C -0.1747 -5.7318 -3.8827
C -1.1492 -4.7894 -3.5831
C -0.9257 -3.8508 -2.5882
H 3.6819 0.0180 -0.2620
H 5.9791 0.9451 -0.3300
H 6.9811 1.5825 -2.4946
H 5.7293 1.2520 -4.5920
H 3.4367 0.3275 -4.5349
H -0.5791 -0.2017 -4.0497
H -1.0550 -1.1618 -6.2801
H 0.5419 -2.7317 -7.3127
H 2.6254 -3.3493 -6.1391
H 3.1225 -2.3805 -3.9147
H 2.7865 -2.1255 1.2525
H 3.8690 -3.4026 3.0793
H 3.1364 -5.7046 3.5714
H 1.3368 -6.7491 2.2466
H 0.2301 -5.4694 0.4341
H 2.2049 -4.8172 -1.6537
H 1.7843 -6.4895 -3.4306
H -0.3632 -6.4732 -4.6484
H -2.0924 -4.7996 -4.1127
H -1.6855 -3.1235 -2.3314
C -0.6069 4.8640 1.1693
O -1.1347 3.8306 2.0329
C -0.8395 2.5962 1.7371
O -0.1435 2.2511 0.7775
N -1.3708 1.7060 2.6025
N -1.2125 0.3545 2.3042
H -0.8546 5.7990 1.6566
H -1.0810 4.8067 0.1924
H 0.4692 4.7550 1.0637
H -2.0345 2.0116 3.2977
H -2.0948 -0.0550 2.0160
H -0.8819 -0.1462 3.1207
Cl 3.8614 0.1543 4.9187
C 4.1569 0.5995 3.2318
Cl 4.7378 2.2613 3.0952
Cl 5.3071 -0.5290 2.4725
C 2.9060 0.4710 2.5024
N 1.9286 0.3311 1.9258
*
```

---

# 2
Formula: C29H26F8NO7
Source: the Open Molecules 2025 dataset
Level of theory: the ωB97M-V functional and the def2-TZVPD basis

The calculation puts the electronic energy at -68044.55709 eV. The energy relative to the best compared isomer or geometry (same formula, charge and spin) comes out at 56.2 kcal per mole.

Geometry as ORCA input:
```
! RIJCOSX wB97M-V def2-TZVPD def2/J DEFGRID3
* xyz 1 1
F 1.6352 0.8639 0.1440
C 1.1247 -0.0127 -0.8307
F -0.0179 -0.7252 -0.3936
C 0.9011 0.6621 -2.2395
F 0.6628 -0.4032 -3.1405
F 2.0836 1.2442 -2.6599
C -0.3689 1.6054 -2.3121
F -0.5894 1.8839 -3.6812
F -1.5536 0.9757 -1.8847
C -0.2155 3.0059 -1.5809
F -0.1778 2.9186 -0.1796
F 0.9373 3.7082 -1.9591
C -1.4597 3.9829 -1.9084
O -2.1413 4.4150 -0.7270
C -3.1490 3.5024 -0.2686
C -4.4706 3.4319 -1.1401
C -5.5873 2.6549 -0.3302
C -6.9541 2.7132 -1.1453
C -7.0183 1.2398 -1.8152
C -6.1391 0.4200 -0.7657
N -5.4125 1.2128 -0.0116
H 1.9355 -0.8055 -0.9583
H -2.1581 3.5289 -2.6854
H -1.0470 4.9275 -2.3969
H -2.6789 2.4799 -0.1325
H -3.4602 3.8691 0.7681
H -4.3043 2.9414 -2.1563
H -4.8331 4.4895 -1.3410
H -5.8644 3.1134 0.6648
H -7.8790 2.9159 -0.5385
H -6.7015 3.3731 -2.0240
H -6.4010 1.1519 -2.7668
H -8.0757 0.9034 -2.0141
H -6.2180 -0.7055 -0.7397
H -4.8120 0.7509 0.6934
C 3.0425 -3.9491 1.3571
C 3.1585 -5.2543 1.6016
C 3.4588 -6.2140 0.5166
O 3.5627 -7.4027 0.7373
C 3.6270 -5.6692 -0.8488
C 3.5107 -4.3639 -1.0921
C 3.2105 -3.4068 -0.0071
O 3.1060 -2.2111 -0.2283
H 2.8227 -3.2319 2.1384
H 3.0394 -5.6690 2.5947
H 3.8472 -6.3852 -1.6305
H 3.6300 -3.9481 -2.0850
C 5.8400 -0.8909 0.2284
C 6.5650 -0.7360 -0.8796
C 8.0332 -0.9144 -0.8666
O 8.6948 -0.7715 -1.8755
C 8.6654 -1.2728 0.4220
C 7.9401 -1.4278 1.5299
C 6.4721 -1.2493 1.5164
O 5.8087 -1.3927 2.5258
H 4.7662 -0.7637 0.2378
H 6.1182 -0.4747 -1.8309
H 9.7405 -1.4002 0.4128
H 8.3866 -1.6894 2.4811
C -1.1935 -0.7192 2.3284
C -2.1961 -0.1050 1.7011
C -3.2966 0.5308 2.4477
O -4.2171 1.0903 1.8643
C -3.2458 0.4636 3.9241
C -2.2427 -0.1516 4.5558
C -1.1379 -0.7910 3.8037
O -0.2248 -1.3496 4.3741
H -0.3839 -1.1912 1.7888
H -2.2488 -0.0467 0.6206
H -4.0611 0.9359 4.4574
H -2.1905 -0.2114 5.6357
*
```